# 1
DFT (ωB97M-V/def2-TZVPD) results for a 3-piece molecular cluster, C22H52BCl2O9P2 overall.

Output
* total charge: -1

Each line ends with the Löwdin charge.
Geometry (Å):
C1 -5.006170 4.028701 -4.620600  -0.1661
C2 -5.296981 2.547151 -5.285767  -0.2801
C3 -5.495635 1.381445 -4.107953  -0.2366
C4 -4.118878 1.352619 -3.200014  -0.2399
C5 -3.593656 -0.213532 -2.947081  -0.2216
B1 -2.248794 -0.215677 -1.970439  -0.7522
C6 -1.001519 -0.754365 -2.954688  -0.2182
C7 0.467096 -0.181104 -2.504959  -0.2394
C8 1.340173 -1.193221 -1.551722  -0.2124
C9 1.717430 -0.498828 -0.078709  -0.1991
C10 2.473316 0.956076 -0.279848  -0.2264
C11 3.972924 1.036388 0.385725  -0.1876
C12 5.180603 0.542885 -0.660858  -0.2223
O1 6.441596 0.580206 0.111172  -0.2735
C13 7.609020 0.269767 -0.759102  -0.1235
C14 -2.322878 -1.282507 -0.722254  -0.5782
Cl1 -2.980529 -2.949971 -1.298497  0.4747
C15 -3.086420 -0.736072 0.620668  -0.6514
C16 -2.153935 0.138484 1.647089  -0.1613
Cl2 -4.628734 0.242809 0.310487  0.6500
H1 -5.268365 3.988065 -3.475020  0.0743
H2 -5.685112 4.883501 -5.083500  0.0651
H3 -3.857365 4.265013 -4.820614  0.0768
H4 -6.285253 2.601513 -5.934734  0.0893
H5 -4.398035 2.165908 -5.963334  0.1072
H6 -6.402088 1.655668 -3.388186  0.1064
H7 -5.699547 0.319957 -4.579785  0.1025
H8 -3.270925 1.986762 -3.713979  0.1098
H9 -4.425483 1.750982 -2.128527  0.0794
H10 -3.413589 -0.671662 -4.008725  0.0918
H11 -4.480975 -0.807170 -2.416283  0.0738
H12 -1.938717 0.871126 -1.611868  0.0816
H13 -1.037070 -1.925869 -3.113081  0.0890
H14 -1.228972 -0.286305 -4.027006  0.0929
H15 1.088687 -0.034883 -3.512644  0.0974
H16 0.315391 0.902376 -2.048745  0.1031
H17 2.311336 -1.611258 -2.099430  0.1038
H18 0.684704 -2.158862 -1.304255  0.1027
H19 0.725655 -0.272084 0.541161  0.0966
H20 2.457327 -1.199650 0.496370  0.0985
H21 1.762469 1.792533 0.182778  0.1132
H22 2.601313 1.257868 -1.422264  0.1120
H23 4.209526 2.173700 0.610669  0.1109
H24 4.024283 0.471784 1.414239  0.1112
H25 4.939163 -0.508847 -1.113955  0.1273
H26 5.261528 1.343945 -1.540978  0.1309
H27 7.489485 0.717154 -1.835832  0.0923
H28 7.810304 -0.883375 -0.779763  0.0980
H29 8.540589 0.778966 -0.263110  0.0789
H30 -1.193086 -1.500701 -0.404539  0.0917
H31 -3.424469 -1.707825 1.226828  0.1044
H32 -1.300832 -0.552842 2.051890  0.0777
H33 -1.768229 1.075466 1.056175  0.0869
H34 -2.857046 0.486376 2.546177  0.0773
C17 -7.401173 -0.325368 0.761653  -0.2145
O2 -8.295191 -1.170539 1.470103  -0.3229
P1 -9.895295 -0.609611 1.813542  0.7691
O3 -10.176433 -0.436616 0.317597  -0.2536
O4 -9.272990 0.795326 2.423614  -0.2865
C18 -8.580651 0.728212 3.652562  -0.1462
O5 -11.495322 -0.048717 2.157095  -0.2601
C19 -11.807815 0.270763 3.495792  -0.1621
H35 -6.949458 -0.896416 -0.052480  0.0747
H36 -7.885705 0.563199 0.350311  0.0898
H37 -6.606580 -0.013474 1.446455  -0.0003
H38 -7.592457 1.178403 3.529888  0.0919
H39 -8.463262 -0.307234 3.999065  0.0861
H40 -9.132236 1.296118 4.409505  0.0794
H41 -11.516357 1.304410 3.700648  0.0826
H42 -11.306422 -0.407675 4.189119  0.0784
H43 -12.889301 0.191456 3.632775  0.0845
C20 8.703121 -0.746589 3.910265  -0.1291
O6 10.029118 -0.245733 3.830534  -0.3268
P2 11.012390 -0.669806 2.471763  0.7816
O7 9.996314 -0.038174 1.514972  -0.2509
O8 10.639210 -2.264432 2.698043  -0.2848
C21 11.184704 -2.913031 3.827605  -0.1453
O9 11.995715 -1.093920 1.113117  -0.2494
C22 13.067905 -1.985869 1.329136  -0.1550
H44 8.028294 0.081796 4.136850  0.0986
H45 8.373362 -1.236267 2.991026  0.0894
H46 8.655519 -1.465428 4.734046  0.0791
H47 10.375932 -3.378389 4.396444  0.0899
H48 11.725512 -2.213306 4.478682  0.0866
H49 11.874960 -3.696274 3.496241  0.0828
H50 12.706089 -3.014780 1.253169  0.0849
H51 13.528083 -1.818257 2.305105  0.0800
H52 13.815792 -1.832365 0.546980  0.0883

Cartesian forces (eV/Å) of the 3 atoms listed first:
0.16 -0.34 -0.30
-0.85 -0.75 0.32
0.56 0.84 -0.01

=====

# 2
DFT (ωB97M-V/def2-TZVPD) results for F6K3N3O12S6 as an isolated structure.

Each line ends with the Löwdin charge.
Geometry (Å):
K1 3.927593 -2.509962 -5.060926  0.9675
K2 3.574513 -2.550306 -0.876945  0.9265
K3 3.615097 0.879466 0.705090  0.8977
N1 -3.802430 -2.500707 2.557047  -0.2531
S1 -2.672131 -3.119129 1.442067  0.5738
O1 -3.013915 -3.082978 0.040034  -0.2940
O2 -1.677890 -4.138047 1.865874  -0.3439
F1 -1.716102 -1.836170 1.613988  -0.2459
S2 -4.632990 -3.801596 2.616737  0.4102
O3 -3.954585 -4.981539 3.129562  -0.3107
O4 -5.708078 -3.902038 1.683543  -0.2852
F2 -5.391378 -3.302065 3.946919  -0.2296
N2 1.242767 4.975892 0.970069  -0.2132
S3 0.575532 3.396590 1.049921  0.5648
O5 1.359313 2.254891 1.432781  -0.3960
O6 -0.576212 3.217796 0.155484  -0.2602
F3 -0.152997 3.599335 2.479762  -0.2029
S4 1.998019 4.547182 -0.342818  0.4237
O7 1.214509 4.677077 -1.570752  -0.2671
O8 3.062654 3.586245 -0.218948  -0.3808
F4 2.909728 5.841827 -0.313088  -0.2001
N3 1.925955 -0.379683 -1.261438  -0.4331
S5 0.345179 -0.607005 -1.226315  0.5303
O9 -0.081065 -1.612360 -2.192617  -0.2558
O10 -0.615407 0.455026 -0.872339  -0.1973
F5 0.308889 -1.548711 0.118446  -0.2111
S6 1.806578 0.292076 -2.661055  0.4778
O11 0.889216 1.367414 -2.947495  -0.1834
O12 2.171198 -0.502069 -3.852638  -0.3851
F6 3.068439 1.283547 -2.409949  -0.2236

Cartesian forces (eV/Å) of the 3 atoms listed first:
-0.57 0.51 -0.27
-0.72 -0.22 0.27
-0.83 1.37 0.08

=====

# 3
DFT (ωB97M-V/def2-TZVPD) results for C27H68AsB2F6N2O5Sn as an isolated structure.

Output
* total charge: -1
* energy relative to the best compared isomer or geometry (same formula, charge and spin): 271.95 kJ/mol

Each line ends with the Löwdin charge.
Geometry (Å):
Sn1 -0.637004 -0.881107 0.406435  1.6930
B1 1.332440 0.210555 -1.913321  -0.4952
H1 2.156407 0.673308 -2.434065  -0.0447
H2 1.530461 -0.817728 -1.653182  -0.0971
H3 1.313809 0.764749 -0.987708  -0.0865
H4 0.417163 0.282353 -2.480200  -0.0640
B2 -1.803075 1.816135 -0.689060  -0.5034
H5 -2.468556 1.495434 0.097400  -0.0858
H6 -2.117029 2.776337 -1.068141  -0.0454
H7 -0.788016 1.817832 -0.323125  -0.1015
H8 -1.866223 1.140159 -1.527697  -0.0762
As1 -1.276639 -2.743320 4.512924  0.9757
F1 -2.299150 -4.051875 3.730265  -0.3102
F2 -1.458103 -1.733433 2.966008  -0.4071
F3 -0.249856 -1.469204 5.249255  -0.2800
F4 -1.111779 -3.745620 5.979052  -0.2872
F5 0.100832 -3.605147 3.753233  -0.2890
F6 -2.781165 -1.964060 5.225792  -0.3082
C1 2.233045 -4.982063 -1.936126  -0.0905
C2 1.439645 -3.659332 -1.790651  -0.2215
N1 0.571591 -3.819179 -0.608987  -0.2352
C3 1.363560 -3.969797 0.600172  -0.2598
C4 2.561898 -2.951680 0.800593  -0.0472
C5 -0.463595 -4.788262 -0.826232  -0.2221
C6 -1.573091 -4.773350 0.345241  -0.0512
H9 3.013092 -4.776518 -2.669195  0.0696
H10 1.623399 -5.835173 -2.233840  0.0604
H11 2.772546 -5.394818 -1.083670  0.0630
H12 2.132602 -2.828070 -1.660618  0.0784
H13 0.936154 -3.410754 -2.724899  0.1043
H14 0.595964 -3.859977 1.366228  0.0662
H15 1.661966 -4.996020 0.814471  0.1112
H16 2.855785 -2.943893 1.850201  0.0652
H17 3.409775 -3.428060 0.308404  0.0623
H18 2.396614 -2.015799 0.266823  0.0514
H19 0.054648 -5.739729 -0.706905  0.0967
H20 -0.931158 -4.728801 -1.809060  0.1131
H21 -1.170727 -4.872581 1.353386  0.0502
H22 -2.247195 -5.629497 0.371799  0.0660
H23 -2.132468 -3.839591 0.287875  0.0439
C7 0.633567 3.952407 1.079139  -0.1053
C8 1.681481 4.994931 0.977608  -0.2693
N2 2.133811 5.105710 -0.431871  -0.1772
C9 3.219498 4.137267 -0.766226  -0.1879
C10 4.430638 4.457474 0.144550  -0.0921
C11 2.249361 6.468179 -0.989045  -0.2745
C12 2.086467 6.533190 -2.499494  -0.0892
H24 1.011288 2.966565 0.807963  0.0674
H25 -0.214595 4.246470 0.460887  0.0830
H26 0.147337 3.977469 2.054356  0.0675
H27 1.221484 5.961971 1.180950  0.1057
H28 2.409721 4.765453 1.755505  0.0879
H29 2.909606 3.112171 -0.563120  0.1040
H30 3.416834 4.250447 -1.832223  0.1020
H31 4.600551 5.533058 0.193050  0.0655
H32 4.324580 3.979923 1.118608  0.0450
H33 5.307879 3.920313 -0.216001  0.0608
H34 3.078806 7.056178 -0.596119  0.0937
H35 1.404348 6.973913 -0.521828  0.1007
H36 1.936777 7.575313 -2.781783  0.0646
H37 1.168940 5.966173 -2.656822  0.0828
H38 2.878851 6.087066 -3.100482  0.0608
C13 -1.741008 1.666387 5.025539  -0.0090
C14 -1.713927 1.970417 3.547114  -0.4732
O1 -0.892603 1.456490 2.816184  0.0151
C15 -2.650806 2.984402 2.943584  -0.0153
H39 -2.757509 1.473178 5.368303  0.0828
H40 -1.228856 2.421792 5.621495  0.0820
H41 -1.142562 0.766235 5.165865  0.0588
H42 -3.604066 2.480969 2.782508  0.0753
H43 -2.389902 3.218768 1.911556  0.0674
H44 -2.673102 3.966021 3.416902  0.0815
C16 1.247012 -0.751817 -5.121330  -0.0318
C17 0.647281 0.287163 -6.069145  -0.4717
O2 -0.191959 1.098998 -5.654473  0.0523
C18 1.057683 0.269062 -7.492495  -0.0434
H45 1.114389 -1.742719 -5.555635  0.0789
H46 0.683822 -0.702435 -4.189409  0.0201
H47 2.306336 -0.508732 -5.038608  0.0934
H48 0.388017 -0.334691 -8.104976  0.0864
H49 2.067424 -0.133278 -7.573909  0.0730
H50 1.130904 1.278106 -7.898185  0.0823
C19 3.805171 -0.129043 3.448918  -0.0232
C20 2.567401 0.549048 3.001308  -0.4397
O3 1.697022 -0.089404 2.413812  -0.0085
C21 2.454145 2.073221 3.220070  0.0031
H51 3.706463 -1.179610 3.175682  0.0688
H52 3.960521 -0.025411 4.522803  0.0898
H53 4.723603 0.187254 2.954416  0.0907
H54 1.523459 2.427604 3.663167  0.0784
H55 2.635131 2.516138 2.240695  0.0601
H56 3.287117 2.354930 3.864203  0.0717
C22 -5.688031 -0.211663 2.237174  -0.0250
C23 -4.742246 -1.343058 2.013506  -0.4504
O4 -3.731578 -1.147428 1.344047  -0.0152
C24 -5.106629 -2.757326 2.565818  -0.0044
H57 -5.290662 0.768174 1.972393  0.0743
H58 -6.033012 -0.209323 3.271133  0.0819
H59 -6.523497 -0.248962 1.538099  0.0860
H60 -5.232660 -2.559698 3.630312  0.0777
H61 -4.337982 -3.491077 2.323144  0.0627
H62 -6.020590 -3.041980 2.044514  0.0747
C25 -3.907877 -3.218813 -3.238639  -0.0198
C26 -2.867952 -2.251945 -2.765459  -0.4757
O5 -2.817992 -1.825453 -1.648637  0.0125
C27 -1.766981 -1.767026 -3.755799  0.0018
H63 -4.729936 -2.687346 -3.718075  0.0888
H64 -4.261905 -3.813243 -2.396367  0.0822
H65 -3.515753 -3.943309 -3.952392  0.0787
H66 -2.321228 -1.448218 -4.638564  0.0877
H67 -0.974956 -2.505495 -3.880096  0.0687
H68 -1.280930 -0.889923 -3.328545  0.0589

Cartesian forces (eV/Å) of the 3 atoms listed first:
-0.15 2.16 -1.14
-0.65 -0.41 0.23
3.31 1.42 -2.18

=====

# 4
DFT (ωB97M-V/def2-TZVPD) results for a 3-piece molecular cluster, C26H49NO6 overall.

Output
* energy relative to the best compared isomer or geometry (same formula, charge and spin): 0.00 kJ/mol
* SMILES string: COCCCCCCCC[C@@]1(C)C(=O)OC[C@H]1CC(=O)N(C)C.C1CCOC1.C1CCOC1

Each line ends with the Löwdin charge.
Geometry (Å):
C1 8.347284 -0.556870 -0.284488  -0.1082
O1 7.489535 -1.174221 -1.233002  -0.1945
C2 6.319624 -1.725924 -0.654165  -0.2450
C3 5.857570 -2.922254 -1.489828  -0.1701
C4 4.322795 -3.086978 -1.514141  -0.1956
C5 3.913892 -4.569845 -1.461111  -0.2093
C6 2.530301 -4.838565 -2.062849  -0.1934
C7 1.402799 -4.890789 -1.010990  -0.2014
C8 0.585350 -3.588733 -0.944193  -0.1841
C9 -0.680309 -3.828457 -0.119468  -0.1151
C10 -1.427931 -2.628333 0.493073  -0.3138
C11 -1.253026 -2.738335 2.051914  0.0039
C12 -0.963271 -1.196208 0.221947  -0.4248
O2 0.091060 -0.738979 -0.138989  0.1275
O3 -1.996061 -0.362981 0.573903  0.0011
C13 -3.194138 -1.105763 0.802713  -0.1076
C14 -2.940702 -2.494766 0.222573  -0.2205
C15 -3.569382 -2.750258 -1.150800  -0.0398
C16 -3.596779 -1.550951 -2.089469  -0.4332
O4 -4.665825 -1.186611 -2.563828  0.0917
N1 -2.401359 -0.823430 -2.282405  -0.1571
C17 -1.575085 -1.363134 -3.359489  -0.0390
C18 -2.617041 0.611937 -2.400191  -0.0474
H1 7.771735 -0.087189 0.509309  0.0815
H2 8.909907 0.211761 -0.802410  0.0823
H3 9.032378 -1.295988 0.126456  0.0847
H4 6.542006 -2.074365 0.353708  0.1187
H5 5.527910 -0.976888 -0.625817  0.1202
H6 6.224345 -2.783115 -2.501000  0.1143
H7 6.318259 -3.815433 -1.076174  0.1063
H8 3.889743 -2.533283 -0.686715  0.1054
H9 3.976900 -2.697049 -2.465749  0.1086
H10 3.967104 -4.912961 -0.430747  0.1066
H11 4.669572 -5.127916 -2.009902  0.1033
H12 2.297196 -4.039953 -2.762285  0.0972
H13 2.518211 -5.771006 -2.619726  0.1016
H14 0.749998 -5.751335 -1.146984  0.1069
H15 1.855583 -5.013070 -0.026606  0.1041
H16 0.314222 -3.344814 -1.956976  0.0954
H17 1.224900 -2.831745 -0.511550  0.1058
H18 -1.372613 -4.367188 -0.765874  0.1088
H19 -0.416760 -4.534643 0.660873  0.1068
H20 -0.330598 -3.246943 2.295085  0.0880
H21 -2.107600 -3.238589 2.496918  0.0913
H22 -1.195996 -1.754328 2.512616  0.0942
H23 -3.342358 -1.203344 1.874793  0.1243
H24 -4.044931 -0.604353 0.355231  0.1351
H25 -3.396061 -3.233353 0.884094  0.1410
H26 -4.622415 -2.948502 -0.980136  0.1240
H27 -3.170637 -3.631699 -1.647331  0.1163
H28 -1.616247 -0.720582 -4.235341  0.0861
H29 -1.870867 -2.372259 -3.631235  0.0935
H30 -0.537602 -1.397610 -3.051762  0.0741
H31 -2.704343 0.927736 -3.438247  0.0879
H32 -3.527348 0.926238 -1.903299  0.0914
H33 -1.796586 1.140349 -1.923050  0.0783
C19 0.214851 3.967776 0.889288  -0.1598
C20 -0.507831 5.232160 0.435273  -0.1695
C21 -0.418971 5.110959 -1.080454  -0.2026
O5 -0.424214 3.711312 -1.374017  -0.1473
C22 -0.226382 2.965281 -0.167419  -0.2084
H34 -0.043757 3.656777 1.900641  0.1105
H35 1.296860 4.114243 0.843013  0.1130
H36 -1.545140 5.201529 0.756337  0.0853
H37 -0.066080 6.151820 0.813725  0.1148
H38 0.512673 5.544360 -1.462225  0.1147
H39 -1.255723 5.586009 -1.594777  0.1144
H40 -1.175364 2.491517 0.108638  0.1071
H41 0.507024 2.179353 -0.346130  0.1134
C23 -4.350974 5.164785 3.965871  -0.1696
C24 -4.027930 6.523676 4.580967  -0.1706
C25 -2.562363 6.690356 4.203298  -0.2015
O6 -2.385836 6.010372 2.957756  -0.1581
C26 -3.537723 5.208170 2.679826  -0.2117
H42 -5.412752 5.004108 3.786755  0.1113
H43 -3.989033 4.364029 4.614517  0.1136
H44 -4.630846 7.302200 4.108497  0.1134
H45 -4.193953 6.570517 5.655969  0.1105
H46 -1.905196 6.229830 4.948856  0.1174
H47 -2.270151 7.733888 4.082944  0.1167
H48 -4.103595 5.678435 1.867985  0.1206
H49 -3.213902 4.220402 2.347978  0.1140

Cartesian forces (eV/Å) of the 3 atoms listed first:
-0.35 -0.13 -0.48
0.12 0.10 0.13
0.15 -0.42 -0.55

=====

# 5
DFT (ωB97M-V/def2-TZVPD) results for one molecule with the formula C6H8S.

Output
* energy relative to the best compared isomer or geometry (same formula, charge and spin): 398.39 kJ/mol
* SMILES string: C=C=C[C@@H]1C[C@@H]1S

Each line ends with the Löwdin charge.
Geometry (Å):
C1 1.451883 0.555523 0.145765  -0.0888
C2 0.433054 0.932060 -0.833147  -0.3233
C3 1.244664 -0.444747 0.978385  -0.1574
C4 1.022810 -1.625761 1.455424  -0.1147
C5 -0.955820 1.434150 -0.288947  -0.0522
C6 -0.730018 0.040235 -1.008828  -0.5620
S1 -1.093175 -1.562391 -0.223490  0.7556
H1 1.890824 1.377798 0.694662  0.1101
H2 0.739796 1.487988 -1.740747  0.1382
H3 1.608524 -2.548170 1.568623  0.0752
H4 0.162622 -1.835374 2.189214  0.0805
H5 -0.800282 1.460937 0.787169  0.1013
H6 -1.327005 2.192339 -0.982935  0.0979
H7 -1.337359 0.071111 -1.831596  0.0398
H8 -2.310518 -1.535698 -0.909552  -0.1002

Cartesian forces (eV/Å) of the 3 atoms listed first:
-0.85 0.79 2.55
-0.55 0.20 -2.08
0.86 -1.08 -1.53

=====

Number 1: LUMO level -0.0733 hartree, total energy -86371.6765 eV. Number 2: LUMO level -0.1601 hartree, total energy -159324.3360 eV. Number 3: LUMO level 0.0702 hartree, total energy -126643.7103 eV. Number 4: LUMO level 0.0213 hartree, total energy -41529.9647 eV. Number 5: LUMO level 0.0304 hartree, total energy -17182.3419 eV.